Entry 1:
Molecular formula: C48H121BHgN11O19
Method: DFT, ωB97M-V with the def2-TZVPD basis set

Each line ends with the Löwdin charge.
Atoms and positions in Å:
Hg 5.9608 0.4024 -3.5535  1.327
O 3.8767 0.5328 0.2662  0.075
C 2.8324 0.4434 -0.4158  -0.296
O 1.6195 0.5305 0.0492  0.232
B 0.6391 0.2141 -1.0158  -0.824
O 1.5031 -0.0199 -2.1995  0.267
C 2.7234 0.1799 -1.9381  -0.368
O 3.7014 0.0486 -2.6659  0.029
O -0.3779 1.2392 -1.2800  0.254
C -1.5450 0.8803 -0.9923  -0.373
O -2.5920 1.5233 -1.1267  0.111
C -1.4554 -0.6292 -0.5519  -0.263
O -0.1580 -1.0113 -0.6594  0.176
O -2.4034 -1.3753 -0.1871  0.100
C -0.6285 3.4899 -3.9952  -0.055
C -0.5561 4.9042 -3.4352  -0.432
C -0.2428 4.9717 -1.9486  -0.227
O 0.0971 6.2524 -1.4942  -0.195
C 0.5072 6.2497 -0.1098  -0.066
N 0.4548 5.6044 -4.2124  0.052
H -1.1243 2.8791 -3.2407  0.050
H 0.3710 3.1010 -4.1902  0.051
H -1.2048 3.4543 -4.9196  0.091
H -1.5533 5.3013 -3.6247  0.134
H 0.6547 4.3806 -1.7666  0.116
H -1.0861 4.6077 -1.3617  0.119
H 0.7628 7.2711 0.1718  0.097
H 1.4345 5.6817 -0.0355  0.081
H -0.2868 5.7907 0.4792  0.072
H 1.3724 5.1978 -4.0998  0.056
H 0.4427 6.4738 -3.6985  0.067
C -5.2886 -1.0850 -2.5717  -0.062
C -5.0462 -2.5752 -2.7449  -0.399
C -3.6838 -2.8985 -3.4758  -0.252
O -3.4306 -4.2250 -3.4513  -0.201
C -2.3876 -4.7240 -4.2888  -0.066
N -5.0861 -3.2653 -1.4464  0.058
H -6.2795 -0.9747 -2.1311  0.087
H -5.0947 -0.5922 -3.5244  0.081
H -4.6613 -0.5562 -1.8541  0.057
H -5.7561 -3.0332 -3.4337  0.136
H -2.8627 -2.3603 -3.0023  0.112
H -3.7492 -2.5912 -4.5195  0.122
H -2.5048 -4.4407 -5.3348  0.092
H -2.3424 -5.7852 -4.0437  0.096
H -1.4593 -4.2879 -3.9197  0.059
H -4.6621 -4.1706 -1.5899  0.063
H -4.3764 -2.7337 -0.9629  0.032
C 5.5556 -1.6645 -7.2900  -0.019
C 5.4811 -0.6151 -6.1372  -0.407
C 4.3496 0.4149 -6.1830  -0.133
O 4.4890 1.2492 -4.9988  -0.343
C 3.5047 2.3284 -4.9175  -0.019
N 5.4670 -1.4797 -4.9522  0.009
H 5.3859 -1.2226 -8.2718  0.091
H 4.8351 -2.4483 -7.0559  0.077
H 6.5644 -2.0733 -7.3468  0.091
H 6.4497 -0.1169 -6.0960  0.122
H 3.3762 -0.0457 -6.3521  0.148
H 4.5032 0.9768 -7.1042  0.140
H 3.6449 2.7990 -5.8906  0.107
H 3.7193 3.0675 -4.1455  0.098
H 2.4955 1.9779 -4.7013  0.089
H 6.1441 -2.2200 -5.0694  0.101
H 4.6039 -1.9812 -4.7986  0.012
C 1.4040 -2.6611 -3.5918  -0.013
C 2.8614 -3.1823 -3.4721  -0.394
C 2.8249 -4.5934 -2.8413  -0.214
O 4.0762 -5.1240 -2.6229  -0.199
C 4.0873 -6.3913 -2.0941  -0.108
N 3.4750 -3.2790 -4.7645  0.032
H 0.8157 -3.2737 -4.2749  0.082
H 1.5665 -1.7441 -4.1582  0.080
H 0.9657 -2.5106 -2.6052  0.082
H 3.4316 -2.4861 -2.8569  0.107
H 2.2336 -5.3021 -3.4211  0.142
H 2.3835 -4.4896 -1.8501  0.109
H 5.1284 -6.6476 -1.8981  0.100
H 3.6045 -7.1940 -2.6514  0.102
H 3.5737 -6.3044 -1.1367  0.084
H 2.8904 -3.6327 -5.5083  0.114
H 4.3001 -3.8611 -4.7874  0.094
C -6.1470 -4.5077 5.2518  -0.073
C -5.4661 -3.1490 5.0606  -0.382
C -4.9509 -2.8330 3.6366  -0.178
O -3.9937 -3.8306 3.1581  -0.195
C -3.6538 -3.6726 1.8079  -0.134
N -6.5567 -2.1609 5.3880  0.041
H -5.4367 -5.3244 5.1235  0.071
H -6.9083 -4.6602 4.4867  0.077
H -6.6775 -4.5652 6.2023  0.077
H -4.6339 -3.1062 5.7634  0.136
H -4.3730 -1.9089 3.6523  0.104
H -5.7546 -2.6046 2.9366  0.119
H -3.1179 -2.7307 1.6906  0.053
H -4.5269 -3.6066 1.1588  0.072
H -3.0181 -4.4703 1.4239  0.088
H -6.1352 -1.2516 5.5130  0.025
H -7.2864 -2.1138 4.6913  0.073
C 4.2717 -5.0006 5.1307  -0.032
C 3.8020 -3.8310 4.2847  -0.307
C 3.3529 -4.2584 2.8486  -0.126
O 3.1645 -3.0605 2.0806  -0.202
C 2.5401 -3.3824 0.8865  -0.093
N 2.6741 -3.1933 4.9836  0.380
H 5.1767 -5.5419 4.8547  0.101
H 3.4868 -5.7402 5.2890  0.100
H 4.5482 -4.6362 6.1200  0.092
H 4.6295 -3.1216 4.2773  0.167
H 2.4513 -4.8564 2.9813  0.140
H 4.0490 -4.9465 2.3691  0.144
H 1.8235 -2.6483 0.5180  0.092
H 1.9600 -4.3052 0.8960  0.103
H 3.2074 -3.4643 0.0286  0.072
H 2.9243 -2.7010 5.8293  0.157
H 2.2995 -2.5158 4.3349  0.062
C 4.4645 1.3871 3.9458  -0.041
C 3.8057 -0.0338 3.9506  -0.397
C 2.3301 0.1206 3.5469  -0.130
O 1.6625 -1.1870 3.6540  -0.244
C 0.2965 -1.0365 3.2389  -0.037
N 4.5454 -0.8420 2.9940  0.073
H 3.9243 2.0869 4.5834  0.081
H 4.6199 1.9188 3.0071  0.069
H 5.4405 1.2414 4.4087  0.079
H 3.8541 -0.4339 4.9633  0.131
H 2.1812 0.5518 2.5570  0.109
H 1.8684 0.8158 4.2481  0.132
H -0.2839 -0.3989 3.9058  0.090
H -0.1352 -2.0326 3.1414  0.101
H 0.2324 -0.7368 2.1929  0.080
H 4.0402 -1.7101 2.8879  0.008
H 4.3483 -0.3752 2.1203  0.034
C 7.3308 1.7922 0.5220  0.003
C 7.1212 1.0082 -0.8010  -0.429
C 6.8083 -0.4748 -0.6748  -0.180
O 6.2666 -1.0354 -1.8323  -0.315
C 6.0685 -2.4483 -1.8133  -0.051
N 6.0478 1.5999 -1.4802  0.022
H 6.5944 1.3936 1.2198  0.072
H 7.0834 2.8517 0.4569  0.093
H 8.3152 1.6733 0.9745  0.097
H 7.9191 1.2147 -1.5144  0.140
H 6.1212 -0.5916 0.1633  0.123
H 7.7442 -1.0095 -0.5130  0.147
H 6.9613 -3.0340 -1.5946  0.110
H 5.6052 -2.8642 -2.7079  0.063
H 5.3746 -2.7298 -1.0212  0.092
H 6.3927 2.5479 -1.4313  0.109
H 5.2115 1.6086 -0.9140  0.076
C -5.7483 2.6903 -2.0774  -0.045
C -4.9638 3.9806 -2.3365  -0.402
C -4.7921 4.8794 -1.1198  -0.172
O -3.8141 5.9059 -1.4189  -0.193
C -3.5084 6.7160 -0.2797  -0.096
N -3.6340 3.5878 -2.8871  0.062
H -5.5825 2.2850 -1.0793  0.045
H -5.5021 1.9210 -2.8093  0.072
H -6.8115 2.9256 -2.0301  0.082
H -5.4332 4.5718 -3.1228  0.134
H -4.2680 4.1660 -0.4839  0.110
H -5.7355 5.1838 -0.6665  0.136
H -4.2975 7.4527 -0.1287  0.088
H -2.6415 7.3631 -0.4130  0.082
H -3.3214 6.1738 0.6473  0.067
H -3.2741 2.8779 -2.2652  0.012
H -3.0626 4.3994 -2.7003  0.024
C -2.0511 2.0248 4.4810  -0.060
C -2.1899 3.4952 4.0601  -0.391
C -1.7725 3.7957 2.5831  -0.127
O -0.3088 3.7200 2.6061  -0.185
C 0.3093 3.0612 1.5320  -0.112
N -3.5822 3.8575 4.2628  0.042
H -2.5461 1.9063 5.4449  0.069
H -0.9976 1.7745 4.6060  0.057
H -2.5169 1.2685 3.8492  0.075
H -1.5267 4.0357 4.7354  0.137
H -2.1555 4.7542 2.2326  0.103
H -2.2574 3.0049 2.0108  0.104
H 0.1164 3.6622 0.6433  0.060
H -0.0436 2.0355 1.4254  0.073
H 1.3817 2.9414 1.6855  0.086
H -3.8057 4.7721 3.8972  0.080
H -4.2148 3.2401 3.7742  0.023
C -6.7564 2.8317 4.9969  -0.054
C -6.2982 1.3791 4.9631  -0.447
C -6.1302 0.9956 3.5091  -0.192
O -5.1719 1.8565 2.8882  -0.208
C -4.7651 1.3767 1.5878  -0.064
N -5.0670 1.2676 5.6880  0.059
H -7.7166 2.9133 4.4876  0.086
H -5.9909 3.5002 4.6031  0.057
H -6.9056 3.2094 6.0084  0.081
H -6.9960 0.7290 5.4908  0.134
H -7.0507 0.9078 2.9320  0.135
H -5.8751 -0.0621 3.5758  0.087
H -4.5882 0.3036 1.6608  0.082
H -3.9351 1.8027 1.0242  0.058
H -5.5890 1.3981 0.8745  0.076
H -5.2912 1.5233 6.6390  0.088
H -4.4661 1.9591 5.2628  0.014

Summary:
HOMO-LUMO gap (alpha / beta)   4.7 / 2.2 eV
Charge   +2
LUMO energy (alpha / beta)   -6.64 / -9.19 eV
Multiplicity   2
⟨S²⟩   0.754


Entry 2:
Molecular formula: C48H121N7O16
Method: DFT, ωB97M-V with the def2-TZVPD basis set

Each line ends with the Löwdin charge.
Atoms and positions in Å:
C 1.9572 1.0663 -0.2900  -0.053
C 0.7172 1.7351 -0.9972  -0.470
C -0.5975 0.8272 -1.0119  -0.036
O 0.4410 2.9062 -0.3302  -0.057
H 2.4239 0.2871 -0.8927  0.070
H 1.7415 0.6656 0.7005  0.073
H 2.7309 1.8166 -0.1272  0.063
H 1.0485 2.0324 -1.9922  0.122
H -1.4372 1.4074 -1.3945  0.063
H -0.9807 0.6378 -0.0092  0.068
H -0.5338 -0.1069 -1.5700  0.069
H 1.2531 3.3430 -0.0631  0.083
C 6.7529 -3.8246 0.9437  -0.073
C 6.4833 -3.1598 2.2733  -0.510
C 5.1274 -3.4859 2.8692  -0.057
O 7.4668 -3.7006 3.1268  -0.060
H 6.1504 -3.4002 0.1406  0.078
H 6.6268 -4.9066 0.9811  0.082
H 7.7623 -3.6195 0.5871  0.080
H 6.6317 -2.0845 2.1752  0.138
H 4.9378 -4.5297 2.6189  0.078
H 4.3425 -2.8507 2.4588  0.077
H 5.1072 -3.3673 3.9526  0.081
H 7.2776 -4.6378 3.2134  0.085
C 8.1285 2.3604 -1.2085  -0.113
O 8.1108 2.0358 -2.5838  -0.194
C 8.9765 0.9656 -2.9072  -0.214
C 9.0068 0.7596 -4.4370  -0.236
N 9.9043 -0.1754 -5.0235  -0.066
C 9.9378 -0.1313 -6.4766  -0.166
C 10.6938 1.1526 -7.0229  -0.200
O 12.0588 1.0580 -6.6575  -0.221
C 12.8743 2.0824 -7.1554  -0.117
H 7.8668 1.5294 -0.5535  0.086
H 7.3726 3.1405 -1.1178  0.087
H 9.0895 2.8017 -0.9446  0.085
H 8.6270 0.0236 -2.4847  0.121
H 9.9442 1.2049 -2.4662  0.118
H 9.0645 1.7323 -4.9255  0.106
H 7.9717 0.5283 -4.6884  0.120
H 10.8221 0.1648 -4.7746  0.098
H 8.8912 -0.0600 -6.7727  0.112
H 10.3972 -0.9694 -7.0005  0.114
H 10.3603 2.1265 -6.6647  0.109
H 10.7379 1.1511 -8.1121  0.113
H 12.8843 1.9841 -8.2409  0.082
H 13.9052 1.9301 -6.8358  0.091
H 12.4867 3.0730 -6.9171  0.087
C -0.4851 0.1174 6.0677  -0.116
O -0.9561 -0.5109 7.2464  -0.166
C -0.6785 0.1256 8.4486  -0.240
C -1.5769 -0.3403 9.5960  -0.225
N -1.1084 -1.5547 10.2421  -0.055
C -1.8827 -1.8998 11.4638  -0.186
C -1.4149 -1.1822 12.7186  -0.252
O -1.8730 0.1410 12.7107  -0.185
C -1.3781 0.8968 13.8268  -0.100
H 0.5806 0.3448 6.0954  0.082
H -0.8934 1.0819 5.7657  0.078
H -0.7345 -0.4887 5.1968  0.084
H -0.8688 1.1947 8.3546  0.120
H 0.3567 -0.0189 8.7579  0.120
H -2.5705 -0.5173 9.1842  0.122
H -1.7142 0.4338 10.3510  0.105
H -0.1762 -1.2226 10.4440  0.090
H -1.6927 -2.9729 11.4847  0.110
H -2.9685 -1.8104 11.4287  0.124
H -0.3277 -1.2548 12.6883  0.121
H -1.8231 -1.6830 13.5964  0.122
H -1.7417 1.9234 13.8736  0.086
H -0.2941 1.0015 13.8721  0.080
H -1.5607 0.4366 14.7979  0.080
C -1.7136 -5.6637 -4.0122  -0.094
O -2.3474 -6.4577 -3.0126  -0.184
C -2.3016 -7.8085 -3.2769  -0.264
C -3.3899 -8.5190 -2.4824  -0.206
N -3.0082 -8.4958 -1.0856  -0.066
C -3.8197 -9.3939 -0.2535  -0.179
C -5.3866 -9.2639 -0.3735  -0.202
O -5.9349 -9.7496 -1.6080  -0.209
C -7.3372 -9.6741 -1.7341  -0.128
H -2.0641 -4.6316 -4.0094  0.084
H -1.8525 -5.9946 -5.0415  0.082
H -0.6570 -5.7172 -3.7498  0.088
H -1.3196 -8.2398 -3.0827  0.124
H -2.4624 -7.9773 -4.3417  0.111
H -3.5362 -9.5403 -2.8339  0.126
H -4.3423 -7.9917 -2.5369  0.116
H -3.0564 -7.5389 -0.7660  0.099
H -3.5888 -9.1779 0.7896  0.109
H -3.5986 -10.4388 -0.4711  0.114
H -5.7158 -8.2402 -0.1952  0.117
H -5.7523 -9.8720 0.4539  0.109
H -7.8040 -8.7227 -1.9890  0.086
H -7.8978 -10.2943 -1.0347  0.087
H -7.5570 -10.1900 -2.6688  0.080
C -4.9198 3.0335 -6.4990  -0.114
O -5.3944 3.4033 -7.7539  -0.190
C -6.4683 4.2797 -7.7216  -0.253
C -6.8757 4.6173 -9.1594  -0.192
N -7.2764 3.4213 -9.9397  -0.045
C -6.0921 2.6943 -10.4988  -0.201
C -6.5998 1.4317 -11.2383  -0.177
O -5.5916 0.8075 -12.1174  -0.191
C -6.0352 -0.2990 -12.7917  -0.168
H -4.9321 3.7721 -5.6975  0.085
H -3.8662 2.7985 -6.6506  0.092
H -5.4828 2.1771 -6.1280  0.089
H -6.2908 5.2167 -7.1936  0.123
H -7.3806 3.8135 -7.3493  0.121
H -6.0359 5.0256 -9.7217  0.117
H -7.6953 5.3237 -9.0279  0.110
H -7.6999 2.7536 -9.3113  0.092
H -5.2925 2.3782 -9.8288  0.104
H -5.5191 3.3107 -11.1916  0.116
H -7.4681 1.6893 -11.8447  0.112
H -6.9796 0.7171 -10.5080  0.115
H -5.1945 -0.7415 -13.3261  0.090
H -6.8598 0.0330 -13.4224  0.085
H -6.4132 -1.1317 -12.1986  0.080
C -10.5610 5.2795 -0.8783  -0.138
O -9.4173 4.9699 -0.1227  -0.189
C -8.2301 5.7677 -0.4691  -0.195
C -7.0597 5.3937 0.4358  -0.191
N -6.0945 6.5253 0.5053  -0.073
C -4.8294 6.1013 1.1017  -0.240
C -3.8152 7.1822 1.2801  -0.246
O -3.9340 8.0073 2.3992  -0.175
C -5.2162 8.3615 2.8437  -0.114
H -10.4431 5.2238 -1.9605  0.080
H -10.8514 6.3223 -0.7509  0.079
H -11.3871 4.6552 -0.5380  0.089
H -8.4446 6.8363 -0.4529  0.117
H -7.9408 5.5754 -1.5023  0.115
H -6.5343 4.5488 -0.0096  0.111
H -7.4347 5.1554 1.4312  0.122
H -6.0862 7.0055 -0.3833  0.107
H -4.2962 5.4401 0.4185  0.116
H -5.0409 5.6314 2.0622  0.127
H -3.6639 7.6354 0.3004  0.123
H -2.9225 6.6056 1.5224  0.123
H -5.7368 7.4703 3.1942  0.086
H -5.7003 8.9423 2.0585  0.084
H -5.1602 9.1578 3.5858  0.084
C -2.2073 -4.7045 1.2929  -0.139
O -1.7545 -5.7496 2.0988  -0.205
C -0.5014 -5.4911 2.8251  -0.157
C -0.2252 -6.6450 3.8564  -0.217
N 0.3052 -7.8379 3.2123  -0.062
C 0.2350 -9.0565 4.0228  -0.223
C 1.1761 -9.0145 5.1793  -0.224
O 1.1685 -10.2251 5.9450  -0.198
C 2.2087 -10.3845 6.8824  -0.120
H -1.5213 -4.4656 0.4802  0.082
H -2.2946 -3.7609 1.8315  0.081
H -3.1662 -5.0126 0.8761  0.086
H -0.5660 -4.5928 3.4392  0.110
H 0.3420 -5.4114 2.1392  0.119
H -1.1087 -6.8823 4.4490  0.117
H 0.4644 -6.2406 4.5975  0.107
H -0.3555 -7.9501 2.4567  0.100
H 0.5300 -9.8914 3.3873  0.122
H -0.7866 -9.2968 4.3170  0.121
H 0.7869 -8.2673 5.8709  0.119
H 2.1873 -8.8248 4.8191  0.129
H 2.0742 -11.3599 7.3500  0.087
H 2.2123 -9.6146 7.6540  0.082
H 3.1794 -10.3547 6.3874  0.081
C 5.8119 8.5585 -1.6896  -0.112
O 5.0606 7.3706 -1.8569  -0.185
C 3.6159 7.4802 -1.7316  -0.178
C 3.0694 7.7871 -0.3039  -0.243
N 3.5289 6.7625 0.5686  -0.076
C 3.3175 7.1489 1.9757  -0.180
C 4.0052 6.1295 2.9222  -0.196
O 5.3333 6.5844 3.2050  -0.222
C 6.2458 5.5921 3.5731  -0.128
H 6.8916 8.4644 -1.5735  0.087
H 5.4624 9.0981 -0.8094  0.075
H 5.7003 9.2464 -2.5277  0.083
H 3.1650 6.5107 -1.9433  0.114
H 3.0799 8.1150 -2.4372  0.113
H 1.9801 7.8277 -0.3102  0.123
H 3.4822 8.7149 0.0922  0.098
H 4.4834 6.5391 0.3254  0.109
H 2.2628 7.1602 2.2507  0.118
H 3.7957 8.0930 2.2367  0.114
H 4.0625 5.1356 2.4784  0.115
H 3.5938 6.1625 3.9311  0.120
H 6.3941 4.9141 2.7326  0.083
H 5.9202 5.0893 4.4837  0.085
H 7.2025 6.0634 3.7982  0.087

Summary:
HOMO-LUMO gap   8.6 eV
Charge   0
ΔE to the lowest compared entry with this formula, charge and spin   124.8 kcal/mol
LUMO energy   0.19 eV
Multiplicity   1
SMILES   COCCNCCOC.COCCNCCOC.COCCNCCOC.COCCNCCOC.COCCNCCOC.COCCNCCOC.COCCNCCOC.CC(C)O.CC(C)O


The records above give, respectively, max |F| values of 5.540; 3.208 eV/Å.